a) A single C10H14O3 molecule. Source: the OMol25 dataset; level of theory: the ωB97M-V functional and the def2-TZVPD basis.

Calculated values
Frontier orbital gap ... 10.423 eV
HOMO ... -9.42 eV

The geometry in ORCA input format:
```
! RIJCOSX wB97M-V def2-TZVPD def2/J DEFGRID3
* xyz 0 1
C 0.3621 -1.7616 1.8554
C 0.8859 -2.9968 1.1364
C 1.9246 -2.5406 0.1645
O 1.5419 -2.0273 -1.0864
C 1.6588 -1.0260 -0.0536
C 0.4095 -0.6838 0.7742
O -0.7735 -0.6866 -0.0202
C -1.0601 0.5166 -0.7947
C -1.9366 1.5222 -0.0455
C -1.6368 2.8540 -0.7522
C -0.2270 2.7780 -1.3547
O 0.7677 2.2414 -0.5357
C 0.1650 1.2840 -1.3462
H 1.0070 -1.5820 2.7021
H -0.6388 -1.8533 2.2399
H 1.2554 -3.7027 1.8425
H 0.1078 -3.4654 0.5459
H 2.9379 -2.8824 0.2828
H 2.4622 -0.2879 -0.0414
H 0.5679 0.2630 1.3151
H -1.6867 0.1624 -1.6171
H -2.9990 1.2705 -0.1043
H -1.5976 1.5572 0.9931
H -1.6883 3.7187 -0.0880
H -2.3830 2.9543 -1.5344
H -0.0499 3.4623 -2.1936
H 0.6235 0.9117 -2.2840
*
```

b) A single C10H14O3 molecule. Source: the OMol25 dataset; level of theory: the ωB97M-V functional and the def2-TZVPD basis.

Calculated values
Frontier orbital gap ... 8.677 eV
HOMO ... -8.15 eV

The geometry in ORCA input format:
```
! RIJCOSX wB97M-V def2-TZVPD def2/J DEFGRID3
* xyz 0 1
C 1.7372 -1.2436 1.5540
C 0.8167 -1.3432 2.7419
C -0.6090 -1.7656 2.3046
C -1.5393 -0.8813 1.5058
C -1.1184 -0.3788 0.1850
C -1.2099 -1.0683 -1.0407
C -0.5495 -0.6463 -2.1828
C 0.1805 0.5020 -2.1585
O 0.8478 1.0308 -3.2467
C 0.2210 1.2960 -1.0272
O 1.0261 2.3318 -0.8547
C -0.4098 0.7896 0.1346
O -0.2965 1.4623 1.3232
H 1.3875 -0.5551 0.7294
H 1.7697 -2.2347 1.0567
H 2.6996 -0.8183 1.8931
H 0.6802 -0.3997 3.2379
H 1.2165 -2.1063 3.4272
H -1.1489 -1.9975 3.2551
H -0.4047 -2.7650 1.7877
H -1.7941 0.0322 2.0700
H -2.4593 -1.4477 1.2613
H -1.7263 -1.9887 -0.9806
H -0.5608 -1.2153 -3.1295
H 0.8423 0.5608 -4.0550
H 1.4992 2.6060 -1.6815
H 0.2630 2.1658 1.2536
*
```

If we sort the structures by their calculated energies, the order from most to least stable is b), a).